{
  "formula": "C53H56AsBiCl2FNO4SSb2",
  "method": "wB97M-V/def2-TZVPD",
  "e_above_lowest_kj_mol": 0.00,
  "max_force_ha_per_bohr": 0.0104,
  "e_homo_ev": -7.497,
  "elements": ["C", "C", "C", "H", "C", "C", "H", "H", "C", "C", "C", "C", "H", "C", "C", "H", "H", "O", "Cl", "N", "C", "C", "H", "C", "O", "H", "C", "C", "H", "H", "H", "H", "H", "Sb", "H", "C", "C", "H", "C", "H", "H", "H", "H", "H", "H", "H", "C", "C", "C", "C", "C", "H", "C", "S", "F", "H", "H", "C", "H", "C", "C", "Cl", "H", "C", "C", "H", "C", "C", "H", "C", "H", "H", "H", "O", "C", "H", "H", "C", "C", "C", "C", "C", "H", "H", "H", "H", "C", "H", "H", "H", "Bi", "O", "H", "C", "H", "C", "C", "H", "H", "H", "H", "C", "C", "C", "H", "H", "H", "C", "As", "C", "H", "C", "Sb", "H", "C", "H", "C", "H", "H", "C", "C", "H"],
  "coordinates": [[-0.629446, 3.363350, -6.043408], [-4.372496, 0.555138, 2.947957], [-2.223372, 1.710923, -5.330261], [-2.038173, -2.857923, -4.626873], [1.134247, -0.393777, 4.987604], [-1.832468, -4.447746, 0.689276], [-5.011097, -4.384287, -0.509747], [2.695403, 5.276295, 4.599566], [0.148511, 3.095586, -4.927267], [-2.447958, -4.998522, -2.829901], [0.652902, 5.764944, 4.151021], [-2.445090, -2.612434, -3.643991], [2.371432, 0.245546, -4.595881], [1.623576, 4.133944, -0.434156], [0.201258, 6.042903, -0.071503], [2.102061, 5.753890, 0.881408], [-0.481348, -5.513433, -0.659646], [-0.107990, -1.800152, 2.011551], [5.160204, -1.725976, 0.250044], [0.464834, -1.457417, -4.552511], [-2.254337, 0.447493, 4.079597], [1.376012, 5.350173, 0.186474], [-4.426603, -2.160811, 0.577976], [-1.616846, 0.873764, 2.919819], [2.346606, -1.153517, 0.834467], [-1.205397, 3.912024, -2.288502], [2.501507, -4.047925, 3.044555], [2.103955, -1.073260, 5.710665], [-2.078175, -5.718926, -2.101444], [-1.639091, 3.619669, 2.891298], [-1.863905, 1.454039, 0.857437], [3.113604, 0.895248, 2.552730], [4.488556, 0.351754, -5.830207], [0.973392, 1.737092, -2.317802], [-1.739637, -3.960268, 1.664124], [-1.447494, 1.444852, -4.208236], [-0.259086, 2.135314, -4.002975], [0.747799, 6.795094, 4.469740], [0.406804, 3.124239, 3.342380], [-4.524515, -1.179480, -2.318986], [-2.614320, -6.298490, 1.474564], [-1.702637, 0.255966, 4.987465], [-1.649997, 6.046916, -1.159388], [5.677714, 3.761130, -3.527555], [-3.853283, -5.078282, 1.197914], [1.866107, -4.595176, 3.731033], [-0.687506, 3.977618, 3.264163], [0.704283, 3.609324, -1.341217], [2.828556, 1.936726, -3.336108], [4.121305, -2.634331, 1.301446], [-3.738117, 0.996874, 1.797142], [-5.539501, -0.635078, -0.986431], [-5.183256, -3.426006, -0.995640], [1.807224, -2.221434, -2.170891], [-1.452730, 0.327015, -1.277327], [2.479295, 2.930072, 3.900952], [0.011632, 6.990886, 0.416628], [-0.729669, 5.514460, -0.953052], [-5.448439, 0.436726, 2.961524], [1.747354, 4.913826, 4.224063], [1.625759, 3.591889, 3.824214], [4.472966, -5.762537, 3.753188], [-1.415044, 5.960058, 3.610919], [5.220861, 2.061475, -4.756287], [2.821918, 0.355004, 3.443522], [-3.535585, -2.664707, -3.704292], [-4.263499, -2.318403, -0.493145], [3.429667, -1.042681, 5.301363], [-4.314162, 1.228240, 0.912576], [4.626755, -3.703629, 1.991587], [-0.821941, -3.620514, -2.697706], [0.118494, -3.246378, 3.381373], [0.110329, -0.433245, 5.326779], [3.132703, 1.422014, -0.223300], [-2.357932, 1.141967, 1.770707], [-6.227864, -3.145948, -0.824092], [-2.137450, -5.347518, -3.819738], [3.806809, -4.416151, 2.874972], [4.289845, 1.075452, -5.049899], [4.955575, 2.987183, -3.756436], [-1.909859, -3.590099, -2.598154], [-0.477062, -5.057507, 0.332320], [-3.804042, -0.242537, -1.028274], [5.661239, -3.990876, 1.860363], [-3.143448, 1.162420, -5.489287], [3.664693, 0.616698, -0.277835], [3.763856, 2.924149, -3.046542], [4.820456, -0.291308, 3.845864], [-3.538702, -5.023223, -2.802750], [2.533618, 3.593704, -0.210031], [0.356481, -0.641698, -0.447580], [0.640588, 1.210742, 1.133696], [1.819498, -1.630304, 6.593797], [-4.543814, -1.013047, -1.240818], [-2.163745, -1.581301, -3.424082], [-1.815608, 2.668335, -6.246208], [-0.477752, 4.304362, -1.587521], [-0.307163, 4.109270, -6.759138], [6.151688, 2.110635, -5.307139], [1.079974, 3.632473, -4.783561], [-4.121380, -0.069393, 4.986968], [2.767672, -2.198838, 1.432466], [1.489293, 0.309681, 3.841582], [-3.629291, 0.272878, 4.086051], [-1.768412, 0.709068, -3.483459], [0.324035, -4.313822, 0.334507], [4.181760, -1.583820, 5.860630], [1.969012, -2.960358, 2.331957], [0.247321, 1.299603, 2.757221], [1.017661, -1.777033, -3.585803], [-0.206343, -5.838542, 1.050110], [-0.561704, 5.297347, 3.671910], [-2.145024, -2.742913, -0.616141], [-2.417984, 2.872746, -7.122484], [0.582365, -2.637396, 2.580256], [-5.061559, -3.567866, -2.070646], [3.789300, -0.320018, 4.173467], [-3.163273, -5.961945, -0.163561], [3.570408, 3.649610, -2.266217], [-2.930786, -5.499149, 0.796096], [3.095398, 1.013465, -4.344164], [2.510275, 1.248075, 0.500155]],
  "forces_ev_per_angstrom": [[-0.024, -0.006, -0.009], [0.001, 0.011, -0.002], [0.024, 0.003, 0.018], [-0.015, 0.026, -0.007], [-0.001, -0.027, -0.003], [-0.024, 0.008, 0.031], [-0.005, 0.001, 0.001], [-0.002, 0.002, -0.002], [0.009, -0.023, 0.007], [-0.026, 0.021, -0.010], [0.017, 0.002, -0.015], [-0.044, 0.002, 0.063], [0.012, 0.033, 0.004], [0.004, -0.026, -0.015], [-0.020, -0.003, 0.033], [0.007, 0.005, 0.013], [-0.018, -0.009, 0.016], [-0.138, 0.035, 0.007], [-0.037, 0.008, 0.005], [0.054, 0.020, -0.021], [0.025, 0.035, 0.040], [-0.021, 0.005, 0.047], [0.002, -0.001, 0.000], [-0.013, -0.002, -0.061], [0.186, -0.113, -0.206], [0.004, -0.005, 0.009], [0.045, -0.033, 0.022], [0.015, 0.002, -0.013], [0.013, -0.006, -0.005], [-0.001, -0.011, -0.008], [-0.018, 0.004, -0.024], [-0.008, -0.010, -0.054], [0.002, 0.002, -0.001], [0.237, -0.040, -0.047], [0.009, -0.002, 0.020], [-0.032, 0.016, 0.007], [-0.038, -0.045, -0.014], [-0.001, -0.005, -0.001], [0.056, -0.029, 0.043], [-0.011, 0.006, 0.005], [0.002, 0.002, 0.002], [0.022, 0.028, 0.027], [0.003, -0.001, 0.004], [-0.002, 0.001, 0.001], [0.001, -0.002, 0.000], [-0.003, -0.003, 0.002], [-0.024, -0.002, -0.022], [-0.033, 0.006, 0.011], [-0.030, 0.056, -0.028], [0.115, -0.004, 0.030], [-0.017, -0.063, -0.011], [0.004, -0.010, -0.006], [0.001, -0.001, 0.002], [0.041, -0.038, -0.091], [0.037, -0.010, 0.052], [-0.009, 0.012, -0.004], [-0.001, 0.003, 0.001], [0.011, -0.013, -0.007], [0.003, -0.005, 0.002], [-0.009, 0.011, 0.000], [0.007, 0.026, 0.002], [0.003, -0.002, 0.003], [0.004, 0.000, 0.002], [-0.004, -0.006, 0.001], [0.005, -0.023, -0.031], [0.009, -0.005, 0.007], [-0.009, 0.073, -0.041], [-0.007, 0.001, 0.002], [-0.007, -0.024, -0.058], [-0.007, 0.053, -0.039], [0.035, 0.012, 0.050], [-0.005, 0.019, -0.017], [-0.029, -0.026, -0.032], [0.168, 0.039, 0.101], [0.044, -0.050, 0.005], [0.001, 0.002, -0.002], [-0.022, 0.004, -0.009], [-0.077, -0.011, 0.031], [-0.005, 0.022, 0.015], [-0.003, -0.001, -0.005], [-0.047, -0.118, -0.036], [0.008, -0.007, -0.008], [0.013, 0.059, 0.045], [-0.002, 0.001, 0.000], [-0.003, 0.002, -0.002], [-0.063, -0.061, -0.028], [-0.002, -0.005, 0.026], [-0.001, -0.006, 0.001], [0.010, -0.014, 0.014], [0.001, 0.004, 0.010], [-0.350, 0.344, 0.206], [0.101, 0.021, 0.062], [0.004, -0.002, 0.000], [-0.016, 0.036, 0.047], [0.021, 0.001, -0.061], [0.015, 0.014, 0.000], [0.006, 0.021, -0.009], [0.001, -0.001, 0.001], [0.000, -0.001, 0.000], [-0.003, -0.004, -0.002], [0.002, -0.003, 0.000], [-0.065, 0.182, 0.095], [0.000, -0.025, -0.009], [-0.006, 0.013, 0.004], [-0.010, -0.018, 0.004], [0.008, 0.009, -0.007], [-0.003, 0.002, 0.000], [-0.119, -0.030, 0.030], [-0.078, 0.073, -0.036], [-0.103, -0.057, 0.073], [0.012, 0.010, 0.001], [-0.011, 0.002, -0.041], [0.197, -0.238, -0.150], [0.000, -0.001, -0.001], [0.164, -0.104, 0.062], [-0.007, 0.005, 0.003], [-0.006, -0.035, -0.030], [0.011, 0.003, -0.011], [0.005, -0.007, -0.010], [-0.003, 0.010, -0.005], [0.024, -0.011, -0.033], [-0.140, 0.013, -0.029]],
  "mulliken_charge": [-0.68, -0.68, -0.47, 0.50, -0.70, 0.60, 0.25, 0.43, -0.43, -1.37, -0.50, -1.34, 0.33, -0.03, -0.57, 0.41, 0.23, -0.30, -0.25, -0.61, -0.83, -0.82, 0.56, 0.95, 0.95, 0.41, -1.27, -0.75, 0.28, 0.40, 0.17, 0.31, 0.43, 0.77, 0.27, 0.15, -0.05, 0.39, 0.45, 0.32, 0.48, 0.39, 0.42, 0.42, 0.33, 0.44, -0.20, 0.93, 0.80, 0.62, -0.89, 0.48, -1.40, -0.27, -0.21, 0.38, 0.40, -0.87, 0.41, -0.91, -0.25, -0.25, 0.43, -0.55, -0.28, 0.30, 0.32, -0.76, 0.44, -0.46, 0.30, 0.10, 0.14, -0.53, -0.18, 0.46, 0.46, -0.11, -0.72, -0.72, 0.59, -1.19, -0.06, 0.48, 0.42, 0.13, -0.29, 0.43, 0.17, 0.36, 1.79, 1.71, 0.44, -1.28, 0.08, -0.55, -0.57, 0.41, 0.37, 0.40, 0.45, -1.32, 1.13, -0.91, -0.05, 0.19, 0.43, 1.80, 0.44, 0.40, 0.47, -0.89, -0.42, 0.36, -0.94, 0.20, -1.04, 0.25, 0.31, -1.59, -0.59, -0.27]
}